Record 1
{"formula": "C4H8NS", "method": "ωB97M-V/def2-TZVPD", "species": ["C", "C", "C", "C", "N", "S", "H", "H", "H", "H", "H", "H", "H", "H"], "positions_angstrom": [[-0.6325, -0.3337, 1.6989], [3.0646, -0.0945, -1.1092], [0.2833, 0.1185, -0.4404], [-2.0947, 0.2624, -0.0383], [-0.7191, -0.0718, 0.4522], [1.9232, -0.0750, 0.0629], [-1.6316, -0.6279, 2.1814], [0.3557, -0.5455, 2.2080], [3.9997, -0.2292, -0.7901], [2.8046, -0.1409, -2.0946], [0.1192, 0.4098, -1.4948], [-2.1220, 1.3285, -0.2654], [-2.9118, 0.2424, 0.5564], [-2.4385, -0.2431, -0.9271]], "forces_ev_per_a": [[-0.648, -2.048, 2.625], [-4.271, 0.249, 1.226], [2.976, 0.258, -1.962], [1.637, 1.564, -2.950], [-1.857, 0.682, -0.313], [-0.732, 0.043, 0.242], [1.963, 0.853, -0.375], [-1.406, 0.409, -0.724], [3.512, -0.312, 1.329], [-0.477, 0.135, -2.542], [-0.419, -0.332, 1.023], [0.658, 0.080, -0.382], [-1.740, -1.051, 3.234], [0.804, -0.529, -0.430]], "mulliken_charge": [-0.1956, -0.5329, -0.0646, -1.0898, 0.0839, 0.1006, 0.2351, 0.2433, 0.3371, 0.2927, 0.3903, 0.4186, 0.4053, 0.3759], "energy_ha": -609.75388, "relative_energy_kcal_mol": 72.83, "lumo_ev": [-5.601, -5.275], "charge": 1}

***

Record 2
{"formula": "C9H38N18O10", "method": "ωB97M-V/def2-TZVPD", "species": ["N", "C", "N", "O", "H", "H", "H", "H", "N", "C", "N", "O", "H", "H", "H", "H", "N", "C", "N", "O", "H", "H", "H", "H", "N", "C", "N", "O", "H", "H", "H", "H", "N", "C", "N", "O", "H", "H", "H", "H", "N", "C", "N", "O", "H", "H", "H", "H", "N", "C", "N", "O", "H", "H", "H", "H", "N", "C", "N", "O", "H", "H", "H", "H", "N", "C", "N", "O", "H", "H", "H", "H", "O", "H", "H"], "positions_angstrom": [[-1.2326, -0.1931, 0.0607], [-0.2632, -0.1838, -0.8372], [0.5480, -1.2305, -0.6394], [-0.2902, 0.6485, -1.6814], [-1.3247, -0.8102, 0.8549], [-1.7730, 0.6565, -0.0175], [0.2979, -1.8729, 0.0987], [1.1655, -1.5975, -1.3495], [2.2394, 5.2015, 0.6446], [1.3206, 4.2620, 0.7777], [1.1275, 3.6688, -0.3537], [0.9702, 3.9005, 1.9074], [2.6033, 5.6412, 1.4778], [2.3960, 5.6130, -0.2644], [1.2848, 4.3037, -1.1232], [0.4452, 2.9254, -0.3090], [-0.4702, -3.5299, 3.5104], [-0.8931, -2.3414, 3.4617], [-1.1676, -1.9309, 4.7224], [-1.1083, -1.7818, 2.3835], [-0.3845, -3.8590, 2.5594], [-0.3591, -3.9268, 4.4326], [-1.5583, -0.9998, 4.6991], [-0.7713, -2.2681, 5.5881], [3.1298, -3.3703, 0.3821], [2.3548, -4.3059, 0.8404], [2.9060, -5.5492, 0.8435], [1.2016, -4.1198, 1.1251], [4.0518, -3.6931, 0.1252], [2.9021, -2.3882, 0.3221], [3.9070, -5.6834, 0.8328], [2.2619, -6.3183, 0.9614], [4.5237, -1.6429, -3.4734], [3.4303, -2.1274, -2.9799], [3.5746, -3.3945, -2.7534], [2.4666, -1.4717, -2.8450], [4.4537, -0.7190, -3.8753], [5.3389, -2.2352, -3.5419], [4.5444, -3.6605, -2.6591], [2.8936, -4.0389, -2.3778], [-0.2692, 3.2223, 4.3210], [-0.9656, 2.2189, 3.8991], [-0.6160, 1.8556, 2.7195], [-1.8148, 1.6834, 4.5812], [-0.4569, 3.6218, 5.2294], [0.4823, 3.5693, 3.7422], [-1.2021, 1.2547, 2.1577], [-0.0225, 2.5317, 2.2605], [-3.1035, -2.6332, 0.1615], [-4.2884, -2.3452, 0.6193], [-4.4208, -1.0929, 0.9811], [-5.2655, -3.1316, 0.5682], [-2.3406, -1.9908, 0.3210], [-2.8928, -3.4476, -0.3976], [-3.6361, -0.4995, 0.7526], [-5.3894, -0.8104, 1.0278], [-3.1338, 3.6613, 0.6215], [-3.3615, 2.8401, -0.3301], [-2.9196, 3.2724, -1.4532], [-3.9598, 1.7694, -0.2289], [-2.6456, 4.5296, 0.4544], [-3.5167, 3.4758, 1.5374], [-2.4840, 4.1777, -1.3491], [-2.8467, 2.6369, -2.2347], [-0.0813, 1.0773, -4.6217], [-0.5574, 2.0415, -5.3994], [-1.4976, 2.8113, -4.8133], [-0.2018, 2.1518, -6.6049], [-0.2675, 0.9791, -3.6339], [0.4052, 0.3704, -5.1543], [-2.0613, 3.3147, -5.4833], [-1.9190, 2.3532, -4.0180], [3.6405, -0.6318, -0.3568], [3.4989, 0.2885, -0.1352], [3.3680, -0.7031, -1.2716]], "forces_ev_per_a": [[-2.247, 1.473, 1.518], [-0.441, -3.136, 2.083], [1.476, -1.161, -0.412], [1.208, 3.026, -3.511], [0.596, 0.407, 0.471], [-0.581, -0.333, 0.375], [0.116, 0.003, 0.043], [-0.070, 0.435, -0.210], [1.540, 2.834, 0.282], [1.689, -0.124, 3.652], [-1.968, -1.666, -2.212], [-0.297, 0.175, -0.728], [-0.234, 0.132, -0.345], [0.381, 0.116, 0.488], [-0.490, -1.125, -0.644], [-0.163, -0.001, -1.052], [1.853, -4.169, -1.009], [-1.388, 2.077, 0.821], [-1.302, 3.321, 0.074], [-0.213, 1.065, 0.302], [0.845, -1.438, 0.467], [0.154, -0.889, -1.009], [0.069, 0.285, 0.770], [0.015, 0.027, -0.584], [2.806, 1.455, -0.938], [-0.965, -1.237, -0.044], [0.343, -1.030, 0.082], [-2.228, 0.134, 0.617], [-0.061, 0.827, -0.082], [0.034, 0.063, 0.203], [-0.431, -0.252, 0.043], [0.435, 0.128, 0.198], [3.698, 2.380, -1.552], [0.723, -0.987, -0.742], [0.584, -4.822, 1.321], [-4.718, 2.674, 0.870], [0.544, -0.217, 0.117], [-0.047, 0.791, -0.495], [-0.498, -0.694, -0.020], [-0.057, 0.617, 0.105], [2.427, 3.807, 2.078], [-2.059, -1.329, 2.106], [0.757, -1.675, -4.648], [-1.633, -1.022, 1.011], [0.124, -0.278, -0.314], [-0.200, 0.318, 0.460], [0.188, -0.067, 0.441], [-0.035, -0.403, -0.625], [3.773, -1.271, -1.116], [-3.918, -2.630, -1.045], [-0.268, 1.947, 1.259], [1.166, 0.638, 0.270], [-0.435, -0.569, -0.334], [-0.451, 0.071, 0.513], [-0.976, 0.663, 0.077], [0.507, 0.582, 0.127], [0.521, 2.996, 4.835], [-2.506, -4.183, -0.196], [1.733, 1.677, -4.044], [0.100, -0.530, 0.559], [-0.220, -0.255, 0.489], [0.172, 0.111, -0.142], [0.295, -0.390, -1.490], [0.066, 0.548, 0.229], [0.898, -1.102, 0.103], [0.844, -0.354, -3.396], [-0.522, 0.970, 0.391], [-0.809, 0.215, 2.236], [0.143, -0.261, 0.098], [0.158, 0.057, 0.597], [-0.148, -0.038, 0.388], [-0.376, 0.394, -0.375], [0.497, -0.114, 0.407], [-0.111, 0.184, 0.185], [-0.409, 0.128, -0.441]], "mulliken_charge": [0.2574, 0.3702, 0.0735, -0.8693, 0.3677, -0.4900, 0.1715, 0.0379, -0.4381, 0.5706, -0.2578, -0.8180, 0.2447, 0.1499, 0.2391, 0.0438, -0.3587, 0.4836, -0.4994, -0.4816, 0.2830, 0.1496, 0.2198, 0.1825, -0.1521, 0.6171, -0.4839, -0.6358, 0.1323, 0.1392, 0.1544, 0.2340, -0.3586, 0.7546, -0.4717, -0.6852, 0.2534, 0.1294, 0.1557, 0.1901, -0.3187, 0.4848, -0.0585, -0.7463, 0.1866, 0.2425, 0.0169, 0.4604, -0.1847, 0.5589, -0.2379, -0.7663, 0.0708, 0.1724, 0.2396, 0.2232, -0.3743, 0.7447, -0.2271, -0.7474, 0.1095, 0.2309, 0.1207, 0.1600, -0.2168, 0.5497, -0.3647, -0.7175, 0.3832, 0.1558, 0.2319, 0.1443, -0.6678, 0.3054, 0.2312], "energy_ha": -2103.99172, "relative_energy_kcal_mol": 102.65, "lumo_ev": -0.157, "smiles": "NC(N)=O.NC(N)=O.NC(N)=O.NC(N)=O.NC(N)=O.NC(N)=O.NC(N)=O.NC(N)=O.NC(N)=O.O"}

***

Record 3
{"formula": "C2H2Br2O", "method": "ωB97M-V/def2-TZVPD", "species": ["O", "C", "C", "Br", "H", "Br", "H"], "positions_angstrom": [[-2.0735, -1.0947, 2.1670], [-2.5307, -0.1056, 1.7962], [-2.7320, 1.0869, 1.3083], [-3.6283, 0.9307, -0.3799], [-2.8785, 2.0550, 1.8016], [1.7981, 1.6721, 0.5421], [2.4712, 1.4394, 1.8635]], "forces_ev_per_a": [[-0.427, -0.846, 0.237], [1.460, 0.516, 0.598], [-1.447, 1.059, -0.734], [0.079, 0.163, -0.126], [0.352, -0.888, 0.020], [0.776, -0.278, 1.574], [-0.794, 0.274, -1.570]], "mulliken_charge": [-0.3189, 0.6323, -0.5447, -0.1150, 0.3480, -0.2080, 0.2063], "energy_ha": -5300.61808, "relative_energy_kcal_mol": 16.46, "lumo_ev": -0.030, "smiles": "O=C=CBr.Br"}

***

Record 4
{"formula": "C3H4N4", "method": "ωB97M-V/def2-TZVPD", "species": ["C", "C", "C", "H", "H", "H", "H", "N", "N", "N", "N"], "positions_angstrom": [[-0.5262, -0.4261, -0.2479], [1.6142, 0.4471, 0.0747], [-0.3124, 1.5569, 0.7203], [-0.7011, -2.1211, -1.2655], [-1.6431, -2.3705, 0.0963], [2.5236, 0.3804, -0.3711], [-0.5563, 2.3103, 0.9973], [-1.1808, -1.4169, -0.6818], [0.8156, -0.5328, -0.4293], [1.0649, 1.5463, 0.6537], [-1.0984, 0.6263, 0.4532]], "forces_ev_per_a": [[4.997, 3.923, 4.027], [-6.468, 1.121, -0.387], [10.001, -13.291, -4.491], [0.443, 1.506, 0.259], [1.257, 4.716, -2.394], [3.356, 0.249, 0.077], [-6.204, 16.115, 6.318], [-6.152, -9.924, -0.081], [0.194, 0.881, 0.223], [1.112, -1.246, -0.912], [-2.537, -4.051, -2.640]], "mulliken_charge": [0.4523, 0.0749, -0.0908, 0.3546, 0.3745, 0.3882, 0.7551, -0.5739, -0.5724, -0.6084, -0.5541], "energy_ha": -335.59603, "relative_energy_kcal_mol": 111.26, "lumo_ev": -0.231}